DFT (ωB97M-V with the def2-TZVPD basis set) results for a single C21H24N2O3 molecule.

lowest unoccupied orbital energy = 0.72 eV
total charge = 0
highest occupied orbital energy = -8.12 eV
energy relative to the best compared isomer or geometry (same formula, charge and spin) = 13.1 kcal per mole
SMILES = Cc1ccc(OCCNC(=O)[C@@H]2CC(=O)N(c3ccc(C)cc3)C2)cc1
HOMO-LUMO gap = 8.84 eV
multiplicity = 1
DFT total energy = -31290.5616 eV

Bonds (Å) are listed after each position.
Cartesian coordinates (Å):
1 C -5.01 -3.82 -0.36  C2 1.499, H27 1.091, H28 1.087, H29 1.088
2 C -4.54 -2.41 -0.14  C1 1.499, C3 1.387, C26 1.390
3 C -3.99 -2.03 1.08  C2 1.387, C4 1.385, H30 1.081
4 C -3.56 -0.73 1.30  C3 1.385, C5 1.388, H31 1.079
5 C -3.67 0.21 0.29  C4 1.388, O6 1.371, C25 1.393
6 O -3.26 1.52 0.39  C5 1.371, C7 1.413
7 C -2.56 1.93 1.54  O6 1.413, C8 1.533, H32 1.098, H33 1.098
8 C -1.99 3.32 1.24  C7 1.533, N9 1.446, H34 1.091, H35 1.091
9 N -1.18 3.26 0.04  C8 1.446, C10 1.354, H36 1.009
10 C 0.10 2.84 0.08  N9 1.354, O11 1.211, C12 1.534
11 O 0.76 2.83 1.10  C10 1.211
12 C 0.65 2.44 -1.29  C10 1.534, C13 1.529, C24 1.530, H37 1.092
13 C -0.04 1.17 -1.78  C12 1.529, C14 1.526, H38 1.090, H39 1.092
14 C 0.83 0.04 -1.26  C13 1.526, O15 1.209, N16 1.359
15 O 0.49 -1.12 -1.18  C14 1.209
16 N 2.04 0.57 -0.93  C14 1.359, C17 1.403, C24 1.452
17 C 3.14 -0.13 -0.41  N16 1.403, C18 1.393, C23 1.393
18 C 2.99 -1.38 0.18  C17 1.393, C19 1.381, H40 1.077
19 C 4.09 -2.05 0.69  C18 1.381, C20 1.389, H41 1.081
20 C 5.36 -1.50 0.62  C19 1.389, C21 1.499, C22 1.388
21 C 6.55 -2.22 1.19  C20 1.499, H42 1.088, H43 1.088, H44 1.091
22 C 5.51 -0.26 0.03  C20 1.388, C23 1.382, H45 1.081
23 C 4.42 0.42 -0.49  C17 1.393, C22 1.382, H46 1.079
24 C 2.11 2.00 -1.17  C12 1.530, N16 1.452, H47 1.093, H48 1.096
25 C -4.21 -0.16 -0.94  C5 1.393, C26 1.379, H49 1.079
26 C -4.64 -1.46 -1.14  C2 1.390, C25 1.379, H50 1.080
27 H -6.02 -3.94 0.04  C1 1.091
28 H -5.04 -4.06 -1.42  C1 1.087
29 H -4.36 -4.53 0.15  C1 1.088
30 H -3.90 -2.75 1.87  C3 1.081
31 H -3.15 -0.47 2.26  C4 1.079
32 H -3.22 1.97 2.41  C7 1.098
33 H -1.73 1.24 1.75  C7 1.098
34 H -1.35 3.64 2.06  C8 1.091
35 H -2.80 4.03 1.08  C8 1.091
36 H -1.71 3.11 -0.81  N9 1.009
37 H 0.53 3.28 -1.98  C12 1.092
38 H -1.07 1.04 -1.43  C13 1.090
39 H -0.05 1.11 -2.88  C13 1.092
40 H 2.01 -1.83 0.25  C18 1.077
41 H 3.95 -3.02 1.15  C19 1.081
42 H 7.46 -1.93 0.69  C21 1.088
43 H 6.42 -3.30 1.10  C21 1.088
44 H 6.65 -1.99 2.25  C21 1.091
45 H 6.49 0.19 -0.04  C22 1.081
46 H 4.57 1.38 -0.95  C23 1.079
47 H 2.60 2.49 -0.32  C24 1.093
48 H 2.67 2.21 -2.09  C24 1.096
49 H -4.29 0.58 -1.72  C25 1.079
50 H -5.06 -1.73 -2.10  C26 1.080